Density functional theory data (wB97M-V/def2-TZVPD) for one molecule with the formula C4H8O2.

HOMO energy in eV: -9.8
Total charge: 0
Energy relative to the best compared isomer or geometry (same formula, charge and spin) in kcal per mole: 27.16
Structure (SMILES): O[C@H]1CCOC1

```
14
Properties=species:S:1:pos:R:3:forces:R:3
O 0.6604 1.9011 -0.1354 0.266 -0.045 0.106
C -0.3635 0.9283 -0.2341 -0.322 -0.152 0.004
C 0.0549 -0.2789 -1.1003 0.047 0.034 -0.047
C 0.4485 -1.3478 -0.0569 0.046 -0.156 -0.169
O 0.4387 -0.6889 1.2054 0.022 -0.035 0.096
C -0.5990 0.2747 1.1254 -0.113 0.207 0.024
H 1.3607 1.5167 0.4136 -0.095 0.112 -0.165
H -1.2413 1.4488 -0.6248 0.101 -0.085 0.057
H 0.8891 0.0239 -1.7380 -0.091 -0.086 0.077
H -0.7563 -0.6264 -1.7488 0.102 0.084 0.158
H 1.4477 -1.7666 -0.2019 -0.146 0.072 0.002
H -0.2754 -2.1772 -0.0474 0.088 0.141 0.006
H -1.5917 -0.1995 1.2036 0.155 0.040 -0.102
H -0.4726 0.9917 1.9398 -0.060 -0.130 -0.047
```
Positions in Å, forces in eV/Å.